Density functional theory data (ωB97M-V with the def2-TZVPD basis set) for a cluster of 2 separate species, C4H9O2 in total in a non-equilibrium geometry.

Results
- DFT total energy (Eh) = -308.33594
- total charge = -1
- HOMO level (eV) = -3.837
- E_LUMO (hartree) = 0.151
- relative energy (zero: lowest compared OMol25 entry of this formula, charge and spin) (kcal per mole) = 5.6

Bonds (Å) are listed after each position.
Geometry (Å):
1 C -0.2067 1.3565 0.6196  C2 1.549, H3 1.085, H4 1.084, H5 1.088
2 C -1.3673 1.8230 1.5335  C1 1.549, H6 1.090, H7 1.096, H8 1.083
3 H -0.6628 0.8633 -0.2323  C1 1.085
4 H 0.4079 2.1476 0.2053  C1 1.084
5 H 0.4450 0.6246 1.0920  C1 1.088
6 H -1.6170 0.9719 2.1673  C2 1.090
7 H -1.0510 2.5926 2.2461  C2 1.096
8 H -2.2041 2.1740 0.9421  C2 1.083
9 C 1.2945 -2.2921 -1.0222  C10 1.562, H13 1.091, H14 1.090, H15 1.090
10 C 0.3529 -1.1234 -1.4538  C9 1.562, O11 1.268, O12 1.247
11 O 0.9768 -0.0755 -1.8006  C10 1.268
12 O -0.8743 -1.3371 -1.5119  C10 1.247
13 H 0.8190 -2.9532 -0.2955  C9 1.091
14 H 2.2036 -1.9140 -0.5549  C9 1.090
15 H 1.4834 -2.8581 -1.9348  C9 1.090

Here are the natural (NBO) charges for atoms 1 to 8, given in e: -0.6136 -0.6107 0.2584 0.1947 0.1963 0.1949 0.1743 0.1961